1.
2 unconnected molecules or ions with the total composition C4H7Cl, computed with ωB97M-V/def2-TZVPD.

XYZ file:
```
12
Properties=species:S:1:pos:R:3:mulliken_charge:R:1
C 0.41270 0.69492 -2.16855 -0.405
C -0.06367 1.19237 -1.05072 0.014
C 0.08012 -0.68928 1.95093 -0.909
C -1.05889 -0.74102 0.98707 -0.115
Cl -0.98919 -2.13578 0.03371 -0.061
H 0.61942 1.30991 -3.02873 0.247
H 0.62044 -0.35675 -2.27579 0.227
H -0.30560 2.23611 -0.92788 0.252
H -0.20021 -1.34056 2.78091 0.343
H 0.19324 0.32136 2.34142 0.288
H 1.03314 -1.05426 1.56176 0.316
H -0.34150 0.56297 -0.20415 -0.198
```

Values from the calculation:
- Frontier orbital gap: 8.32 eV
- Net charge: 0
- Relative energy (zero: lowest compared OMol25 entry of this formula, charge and spin): 3.712 eV
- DFT total energy: -16779.65929 eV

***

2.
A single C4H7Cl molecule in a non-equilibrium geometry, computed with ωB97M-V/def2-TZVPD.

XYZ file:
```
12
Properties=species:S:1:pos:R:3:mulliken_charge:R:1
C -2.39257 -0.77359 0.18318 -0.896
C -1.59917 0.40752 -0.37741 -0.059
C -0.44597 0.97663 -0.24049 -0.153
C 0.57690 0.56884 0.84232 -0.596
Cl 1.84176 -0.46126 -0.23805 -0.233
H -1.71606 -1.77224 0.53836 0.229
H -2.98277 -1.14330 -0.76562 0.300
H -2.93964 -0.41607 1.15769 0.249
H -2.37862 0.81939 -1.10793 0.236
H -0.03351 1.75034 -1.03904 0.226
H 1.56224 1.39476 1.07330 0.262
H 0.34329 0.13223 1.74442 0.435
```

Values from the calculation:
- Frontier orbital gap: 10.39 eV
- Net charge: 0
- Relative energy (zero: lowest compared OMol25 entry of this formula, charge and spin): 2.476 eV
- DFT total energy: -16780.89517 eV

***

3.
3 unconnected molecules or ions with the total composition C4H7Cl2FO in a non-equilibrium geometry, computed with ωB97M-V/def2-TZVPD.

XYZ file:
```
15
Properties=species:S:1:pos:R:3:mulliken_charge:R:1
C -0.28688 1.55253 -0.11761 -1.141
C -1.46193 0.99156 0.22782 0.369
F -2.36410 0.78146 -0.76593 -0.276
C -1.96233 0.82628 1.56840 0.092
Cl -0.64771 0.81724 2.71922 -0.148
Cl -3.12273 -0.61239 1.65639 -0.175
H -0.39337 1.64406 -1.16671 0.419
H 0.66882 1.59874 0.42698 0.405
H -2.55500 1.57816 1.84671 0.456
H 1.37753 -0.27368 -1.06738 -0.297
H 1.55460 -0.59893 -1.71001 0.303
C 0.44618 -2.00965 0.26396 -0.394
O -0.59166 -1.58508 0.60085 -0.291
H 0.54394 -2.57884 -0.65542 0.311
H 1.42607 -1.79608 0.66275 0.366
```

Values from the calculation:
- Frontier orbital gap: 10.50 eV
- Net charge: 0
- Relative energy (zero: lowest compared OMol25 entry of this formula, charge and spin): 2.610 eV
- DFT total energy: -34067.84760 eV

***

4.
2 unconnected molecules or ions with the total composition C4H7Cl2N in a non-equilibrium geometry, computed with ωB97M-V/def2-TZVPD.

XYZ file:
```
14
Properties=species:S:1:pos:R:3:mulliken_charge:R:1
C -0.99986 0.46818 2.41581 -0.623
C -0.33238 -0.20680 1.49892 0.224
C 0.66433 -0.89653 -1.81635 -0.730
C 0.44363 0.93244 -0.34266 -0.203
N -0.04814 0.22375 -1.35685 -0.111
Cl 0.03815 -1.88317 1.46606 -0.197
Cl -0.12281 2.48028 -0.13781 -0.131
H -1.44183 0.16823 3.38908 0.269
H -1.30471 1.52045 2.29024 0.134
H 1.66458 -0.80940 -1.17136 0.251
H 0.20706 -1.78345 -1.70067 0.325
H 0.83948 -0.81384 -2.94417 0.243
H 1.44781 0.50978 -0.10246 0.290
H -1.05530 0.09008 -1.48779 0.258
```

Values from the calculation:
- Frontier orbital gap: 8.41 eV
- Net charge: 0
- Relative energy (zero: lowest compared OMol25 entry of this formula, charge and spin): 3.866 eV
- DFT total energy: -30792.30530 eV

***

LUMO readings, ordered: -0.45, 0.79, 0.55, 0.70 eV